Entry 1:
The following is a DFT calculation (ωB97M-V with the def2-TZVPD basis set) of a structure of composition C28H25Cl3F5IMnN2PS.

Results
gap between HOMO and LUMO (spin up / spin down): 6.949 / 7.675 eV
molecular weight: 835.8 g/mol
E: -5259.6291 a.u.
total charge: -1
2S+1: 6
E_LUMO (spin up / spin down): 2.2 / 1.7 eV
energy relative to the best compared isomer or geometry (same formula, charge and spin): 56.2 kJ/mol
⟨S²⟩: 8.89

Atoms and positions in Å:
C: 4.47 0.87 -2.94
C: 3.79 -0.32 -2.86
H: -1.71 4.56 5.12
C: 0.09 1.69 5.53
H: -3.29 -3.32 -1.77
C: -2.48 -1.66 -0.60
C: 2.57 0.17 1.52
C: -0.74 2.85 1.15
C: -1.50 3.82 -1.01
H: -2.51 -1.30 0.43
C: -1.00 -1.98 -2.95
H: 0.73 -4.10 -2.43
Mn: 0.88 0.47 0.34
C: -1.09 -2.63 3.42
H: 3.38 0.88 1.41
C: -0.93 3.29 3.56
C: -0.85 2.78 -3.06
C: -0.02 -3.27 -0.56
F: 5.47 1.03 -3.80
C: -3.23 -2.99 -0.72
C: -1.53 3.80 -2.39
H: -4.25 -2.88 -0.34
H: 0.66 -5.24 -1.08
H: 0.45 1.04 6.31
H: -1.49 -2.95 -3.05
C: -1.82 -0.92 -3.69
H: -0.01 -2.07 -3.41
C: -0.21 2.14 3.21
C: -0.61 2.85 5.87
I: 3.54 -1.75 1.36
C: 4.10 1.91 -2.10
C: -0.52 -1.70 2.54
F: 4.15 -1.33 -3.66
H: 2.24 0.20 2.56
H: -2.75 -3.78 -0.14
Cl: -0.24 -2.04 5.71
H: -0.84 2.75 -4.14
H: 0.36 1.03 -2.89
H: -1.36 0.07 -3.60
P: -0.71 -1.64 -1.15
H: -2.98 -0.89 -1.19
C: 2.34 0.54 -1.11
C: -0.15 1.77 -0.94
C: -1.14 3.66 4.88
H: -2.83 -0.85 -3.29
S: -1.50 4.08 2.12
N: -0.10 1.94 1.82
H: 0.95 -3.03 -0.14
C: 0.30 1.33 4.22
H: -1.89 -1.17 -4.75
C: 0.14 -4.41 -1.57
H: -2.06 4.56 -2.95
F: 2.17 -1.68 -1.96
C: 3.05 1.71 -1.23
Cl: -0.50 -4.26 3.30
F: 4.75 3.07 -2.16
F: 2.73 2.76 -0.44
H: -0.64 -3.60 0.27
H: -2.01 4.62 -0.47
H: 0.81 0.41 3.99
Cl: -2.80 -2.47 3.67
C: -0.17 1.80 -2.34
C: 2.75 -0.46 -1.96
C: -0.81 2.83 -0.31
H: -0.82 -4.78 -1.93
H: -0.77 3.11 6.91
N: -0.04 -0.93 1.83

***

Entry 2:
The following is a DFT calculation (ωB97M-V with the def2-TZVPD basis set) of a structure of composition C28H25Cl4N5O4SSiSn.

Results
gap between HOMO and LUMO: 7.575 eV
molecular weight: 816.2 g/mol
E: -4399.7701 a.u.
E_LUMO: -0.6 eV
energy relative to the best compared isomer or geometry (same formula, charge and spin): 0.0 kJ/mol

Atoms and positions in Å:
H: -5.23 -1.04 -3.81
C: -2.29 -2.79 -0.17
Cl: 3.22 4.06 -1.02
H: 0.73 1.38 -3.25
N: -1.29 -1.24 1.29
C: -3.40 -3.47 -0.65
H: 6.05 4.58 0.91
C: 1.01 1.35 4.45
C: -1.37 1.64 4.25
H: -3.02 0.51 -1.60
Cl: 2.43 3.30 2.16
C: -3.25 -4.36 -1.70
C: -3.26 -0.24 -3.58
H: 7.83 1.79 2.57
N: -1.08 -3.00 -0.69
H: -4.11 -4.89 -2.09
N: -1.34 -0.36 2.30
H: -4.39 -1.07 0.89
C: 1.02 2.16 5.57
N: 4.95 2.26 0.94
C: 0.29 0.43 -3.53
C: 4.69 0.98 0.71
H: -3.39 1.75 -2.79
C: 6.92 1.57 2.03
H: -4.14 -2.47 1.95
S: 3.20 0.69 -0.17
C: 6.06 2.58 1.60
H: -0.16 3.35 6.91
C: -0.94 -3.83 -1.71
H: 7.17 -0.57 2.04
O: 0.93 -0.05 2.01
H: -2.28 2.88 5.74
Si: 2.37 2.70 0.23
H: 1.93 0.91 4.07
H: -3.52 -0.88 2.42
C: -2.38 -1.82 0.92
Cl: -5.04 -3.01 -5.84
H: 0.69 0.10 -4.49
H: -4.38 -3.29 -0.23
H: -2.21 -2.89 -6.22
C: -0.17 0.17 2.61
C: -1.55 -1.30 -4.94
H: -0.52 -1.42 -5.21
C: -0.16 2.72 6.03
O: -1.11 0.68 -3.59
C: 6.31 4.04 1.82
H: -1.84 -5.21 -3.09
C: -2.51 -2.14 -5.49
H: 1.95 2.37 6.08
C: 0.60 -0.58 -2.40
H: 0.07 -3.92 -2.11
O: 1.18 -1.65 -2.61
H: -2.28 1.44 3.72
C: -1.93 -0.31 -4.04
H: -4.67 0.65 -2.25
O: 0.20 -0.17 -1.25
C: -3.61 0.72 -2.49
Cl: 0.42 2.60 -0.23
C: -3.69 -1.54 1.59
C: -0.18 1.08 3.78
C: -2.00 -4.54 -2.25
N: 5.45 -0.04 1.07
Sn: 0.83 -1.62 0.28
C: -4.20 -1.09 -4.14
C: -1.36 2.45 5.38
C: -3.83 -2.01 -5.12
C: 6.56 0.27 1.73
H: 5.66 4.41 2.61
H: 7.35 4.23 2.09

***

Entry 3:
The following is a DFT calculation (ωB97M-V with the def2-TZVPD basis set) of a structure of composition C28H25Cl5N3SSi2Tl.

Results
gap between HOMO and LUMO: 6.222 eV
molecular weight: 873.4 g/mol
E: -4696.8829 a.u.
E_LUMO: -0.7 eV
energy relative to the best compared isomer or geometry (same formula, charge and spin): 0.0 kJ/mol

Atoms and positions in Å:
C: 2.70 1.16 -2.39
C: -2.25 3.25 2.99
C: -2.69 -1.85 -2.16
C: 1.30 -1.04 2.21
H: -3.26 5.13 2.95
C: -1.67 2.42 5.17
N: -0.93 1.27 -1.21
C: 0.73 -3.40 -4.99
Si: 2.22 -0.48 -1.58
C: 1.75 -2.54 4.09
H: -1.56 -4.75 -1.56
H: 0.43 -4.09 -5.78
C: 2.38 -0.28 2.63
C: -1.56 2.15 0.90
C: 1.47 -1.66 -2.92
C: -1.67 2.27 3.80
H: -2.68 4.10 -0.77
C: 2.28 -1.84 -4.05
Cl: 3.78 -2.20 5.84
H: -3.46 -1.74 -1.40
H: -0.27 -4.50 -0.37
C: -0.91 1.26 -2.54
C: -2.18 3.29 -1.28
C: 3.81 -1.35 -1.02
C: -2.25 3.54 5.76
H: -2.64 4.06 -3.23
H: -1.94 -4.15 0.06
S: -0.94 0.82 3.08
C: -2.16 3.27 -2.66
Cl: 2.73 1.21 1.81
H: 4.30 -0.82 -0.20
H: 3.61 -2.37 -0.68
H: -1.21 1.65 5.78
C: 0.26 -2.37 -2.83
C: 3.16 -0.62 3.74
C: -1.21 -4.10 -0.75
H: -2.63 -0.91 -2.71
H: 3.02 1.88 -1.63
C: -2.82 4.37 3.58
Tl: 0.27 -0.63 0.10
C: 1.00 -2.16 2.98
H: 3.53 1.03 -3.09
H: -3.01 -2.63 -2.86
N: -0.95 1.16 1.43
Cl: -0.36 -3.13 2.52
Si: -1.02 -2.33 -1.39
C: -1.56 2.26 -0.58
H: -2.64 3.88 1.08
C: 2.84 -1.76 4.47
C: -0.08 -3.23 -3.88
C: -2.82 4.51 4.96
H: -2.25 3.64 6.84
H: -0.37 0.43 -3.00
H: -3.28 5.38 5.40
H: 1.87 1.61 -2.94
H: -1.01 -3.79 -3.83
N: -2.25 3.11 1.59
Cl: 1.34 -3.94 5.00
C: 1.92 -2.70 -5.08
H: -1.48 2.17 -4.39
Cl: 4.50 0.35 4.21
C: -1.52 2.23 -3.31
H: 2.57 -2.83 -5.93
H: 4.52 -1.41 -1.85
H: 3.21 -1.29 -4.13